This record from the OMol25 dataset describes 2 unconnected molecules or ions with the total composition C3H10NO3 in a non-equilibrium geometry. The level of theory is ωB97M-V/def2-TZVPD.

Geometry as XYZ:
```
17
C3H10NO3, DFT ωB97M-V/def2-TZVPD
O -1.870 0.885 -2.331
C -1.652 0.784 -1.015
C -0.116 0.923 -0.676
N 0.174 0.068 0.596
C 1.158 0.741 1.549
O -2.470 0.574 -0.168
H -2.804 0.779 -2.536
H 0.253 1.962 -0.659
H 0.550 0.492 -1.441
H -0.762 0.005 1.101
H 0.535 -0.920 0.295
H 1.117 0.107 2.420
H 0.799 1.681 2.024
H 2.208 0.907 1.123
H 0.375 -3.479 -0.026
H 1.699 -2.841 -0.367
O 0.806 -2.669 0.111
```

E_HOMO (alpha / beta): -19.791 / -19.790 eV
Net charge: +2
E: -10883.8784 eV
Relative energy (zero: lowest compared OMol25 entry of this formula, charge and spin): 40.81 kcal per mole
Multiplicity: 2
HOMO-LUMO gap (alpha / beta): 10.087 / 4.507 eV

Atomic partial charges in e from the Mulliken method, atoms 1 to 4: O -0.241; C 0.709; C -0.449; N -0.245